{
  "formula": "C40H37AuN4SSb2",
  "method": "wB97M-V/def2-TZVPD",
  "symbols": ["Au", "N", "C", "S", "N", "N", "C", "C", "C", "C", "C", "C", "C", "C", "C", "C", "C", "C", "N", "H", "H", "H", "H", "H", "H", "H", "H", "H", "H", "H", "C", "C", "C", "Sb", "C", "C", "C", "C", "C", "C", "C", "C", "C", "C", "C", "C", "Sb", "C", "C", "C", "C", "C", "C", "C", "C", "C", "C", "C", "C", "H", "H", "H", "H", "H", "H", "H", "H", "H", "H", "H", "H", "H", "H", "H", "H", "H", "H", "H", "H", "H", "H", "H", "H", "H", "H"],
  "coordinates": [[0.40152, -0.21827, 0.71242], [-1.35241, 2.42599, 3.72851], [-0.53673, 1.76849, 2.86494], [-0.99951, 0.08060, 2.56609], [0.48241, 2.38520, 2.37400], [1.11005, 1.62229, 1.41526], [2.22866, 2.04782, 0.93236], [2.93651, 3.26181, 1.41041], [3.14485, 3.46000, 2.77458], [3.82978, 4.58282, 3.21549], [4.28474, 5.52761, 2.29699], [4.06336, 5.34790, 0.93473], [3.39606, 4.21332, 0.49404], [2.76572, 1.21754, -0.20825], [4.01789, 1.38866, -0.73724], [4.40418, 0.62487, -1.83673], [3.52580, -0.29032, -2.37634], [2.29573, -0.46125, -1.76705], [1.92448, 0.27439, -0.69999], [-2.07697, 1.94954, 4.23440], [-1.08385, 3.34685, 4.03397], [2.80160, 2.72104, 3.48864], [4.00747, 4.72187, 4.28114], [4.81170, 6.41169, 2.64717], [4.40895, 6.08966, 0.21828], [3.19807, 4.09604, -0.56773], [4.69683, 2.10559, -0.28985], [5.39446, 0.75628, -2.26280], [3.78558, -0.89073, -3.24171], [1.59341, -1.18989, -2.12590], [-1.94826, -3.52348, 0.73768], [-2.79141, -2.47814, 1.46147], [-3.78220, -1.65800, 0.57806], [-3.13059, -0.18609, -0.85306], [-4.93582, 0.78234, -1.12482], [-6.07651, 0.05943, -1.51180], [-7.28501, 0.72315, -1.68982], [-7.35762, 2.09961, -1.48643], [-6.22811, 2.81798, -1.10581], [-5.01085, 2.16462, -0.92393], [-3.18100, -1.32151, -2.62140], [-2.69499, -0.71028, -3.78981], [-2.86115, -1.32837, -5.03066], [-3.49442, -2.56839, -5.11353], [-3.95316, -3.19888, -3.96134], [-3.80356, -2.57627, -2.72145], [-0.09757, -2.73606, 0.08192], [1.29984, -3.68470, 1.29276], [1.06496, -3.74803, 2.67175], [1.98271, -4.39406, 3.49472], [3.13165, -4.96103, 2.94046], [3.36942, -4.88496, 1.56952], [2.45534, -4.24029, 0.73868], [0.19789, -3.71556, -1.72155], [0.49113, -3.10840, -2.94158], [0.71844, -3.90506, -4.06212], [0.64705, -5.29104, -3.95688], [0.33776, -5.89145, -2.73664], [0.11558, -5.10792, -1.60877], [-2.46485, -3.94495, -0.12550], [-1.62336, -4.34974, 1.36547], [-2.11276, -1.83990, 2.01055], [-3.39993, -2.95812, 2.23025], [-4.43759, -1.10297, 1.24965], [-4.42384, -2.32111, -0.01088], [-6.03108, -1.01265, -1.68306], [-8.16870, 0.17064, -1.98873], [-8.30254, 2.61512, -1.62920], [-6.29480, 3.89049, -0.95356], [-4.13558, 2.73362, -0.63294], [-2.21801, 0.26512, -3.74344], [-2.50983, -0.83743, -5.93673], [-3.63760, -3.04300, -6.08295], [-4.44485, -4.16807, -4.02856], [-4.19732, -3.07186, -1.83817], [0.17490, -3.30813, 3.11575], [1.80262, -4.45790, 4.56579], [3.84779, -5.46636, 3.58444], [4.26542, -5.33254, 1.14477], [2.64134, -4.19722, -0.32913], [0.49684, -2.03749, -3.04833], [0.94041, -3.44104, -5.02018], [0.82696, -5.91098, -4.83202], [0.27460, -6.97247, -2.65890], [-0.10706, -5.58991, -0.66228]],
  "forces_ev_per_a": [[0.05, 1.13, 0.09], [0.56, -0.54, -0.50], [-0.76, 0.52, 0.94], [0.24, -0.31, -0.47], [0.05, -0.70, -0.66], [0.01, 0.57, 0.37], [0.61, -0.17, -0.66], [-0.18, -0.21, -0.24], [0.19, -0.03, 0.18], [0.02, 0.02, 0.00], [0.00, 0.02, 0.07], [-0.02, -0.05, 0.08], [-0.05, 0.07, -0.15], [-0.70, 0.36, 0.72], [0.50, 0.10, -0.22], [0.29, 0.20, 0.07], [-0.12, -0.14, -0.14], [0.09, 0.54, 0.58], [0.09, -1.00, -0.27], [-0.05, -0.05, -0.02], [0.02, 0.04, -0.01], [0.00, 0.08, -0.05], [-0.04, -0.02, -0.28], [-0.09, -0.16, -0.06], [-0.09, -0.16, 0.15], [0.04, -0.04, 0.10], [-0.11, -0.05, -0.08], [-0.13, -0.02, 0.06], [-0.04, 0.08, 0.12], [0.08, 0.05, 0.15], [-0.38, 0.28, -0.16], [-0.72, 0.00, -0.37], [0.30, -0.46, 0.24], [1.59, 0.22, 0.51], [-0.98, 0.24, -0.06], [0.07, 0.47, 0.11], [0.14, 0.05, 0.05], [0.07, 0.02, 0.02], [-0.03, -0.06, -0.03], [-0.42, -0.32, -0.12], [-0.15, -0.61, -0.66], [-0.23, -0.43, -0.02], [0.00, -0.03, 0.16], [0.07, 0.02, -0.05], [0.05, 0.06, 0.10], [0.23, 0.24, -0.26], [-0.34, 0.22, 0.40], [0.30, -0.12, 0.37], [0.25, -0.13, -0.05], [0.06, 0.00, -0.11], [-0.05, 0.03, 0.00], [-0.05, 0.05, 0.05], [0.02, -0.06, 0.29], [0.30, 0.12, -0.63], [-0.21, -0.67, -0.13], [-0.04, 0.01, 0.03], [-0.01, -0.01, 0.07], [0.00, 0.11, -0.05], [0.10, 0.13, -0.31], [0.13, 0.04, -0.10], [-0.10, -0.04, 0.24], [-0.19, 0.22, 0.14], [0.04, -0.22, -0.03], [-0.05, 0.04, -0.04], [0.00, -0.13, 0.38], [0.05, 0.10, 0.00], [0.06, 0.04, 0.02], [0.13, -0.06, 0.02], [0.00, -0.11, -0.02], [0.02, -0.03, 0.00], [-0.03, -0.04, 0.02], [-0.07, -0.09, 0.19], [0.05, 0.11, 0.21], [0.09, 0.21, 0.01], [0.03, 0.03, -0.13], [0.05, -0.02, -0.07], [0.04, 0.01, -0.22], [-0.15, 0.09, -0.12], [-0.18, 0.09, 0.09], [-0.04, -0.01, 0.03], [-0.23, 0.03, -0.17], [-0.06, -0.09, 0.17], [-0.04, 0.12, 0.16], [0.01, 0.14, -0.02], [0.02, 0.03, -0.02]],
  "e_above_lowest_kj_mol": 172.3,
  "charge": 2,
  "fmax_ev_per_a": 1.678,
  "gap_ev": 5.0
}